# 1
The following is a quantum chemistry calculation of a 2-piece molecular cluster, C36H34BNO4 overall, from the OMol25 dataset.

Geometry as XYZ:
```
76
Properties=species:S:1:pos:R:3:mulliken_charge:R:1
O 2.541 -1.483 1.469 -0.370
O 2.211 -3.121 -1.028 -0.382
O -1.667 -1.830 0.911 -0.158
O -1.483 -0.590 -1.420 0.379
N -3.176 2.746 -1.333 0.312
C 2.226 -4.421 -1.468 0.242
C -2.118 -2.285 2.112 0.655
C -2.099 -0.749 -2.632 0.616
C -2.176 3.731 -1.330 -0.041
C 2.893 2.488 2.508 -0.672
C 1.335 2.145 0.695 -0.387
C -0.149 -0.964 -1.521 0.158
C -1.152 -1.067 -3.576 -1.329
C 0.736 1.480 2.941 -0.749
C 0.150 -3.932 -0.736 -1.157
C 3.124 -0.310 -0.319 -0.725
C -3.346 -3.046 2.165 -1.598
C 3.851 -1.106 1.645 0.663
C 0.931 -2.799 -0.621 0.885
C 2.015 1.823 3.371 -0.673
C -0.412 4.421 0.135 0.009
C -0.120 -1.331 2.475 -0.447
C -1.233 3.396 -0.331 0.658
C -1.336 5.948 -1.532 -0.743
C 0.973 -4.966 -1.294 -0.887
C -2.230 4.961 -1.973 -0.900
C -0.457 5.681 -0.481 -0.936
C 2.089 -0.996 0.270 2.078
C 3.450 -4.905 -2.083 -1.390
C -4.462 2.940 -1.981 -0.919
C 0.090 -1.177 -2.868 -0.658
C -1.196 -1.993 3.106 -1.597
C 2.536 2.669 1.167 -0.812
C -0.416 -1.156 1.120 -0.016
C -0.935 1.206 1.074 -0.354
C -1.601 2.047 0.154 0.665
C 4.527 -1.523 2.865 -1.620
C -2.849 1.761 -0.453 -1.567
C 4.252 -0.360 0.561 -1.335
C -3.538 -0.619 -2.697 -1.585
C 0.368 1.609 1.577 1.353
B 0.631 -1.312 -0.191 0.716
H -1.595 0.594 1.695 0.834
H 3.199 3.199 0.476 0.410
H 3.862 2.846 2.864 0.417
H -0.900 -4.027 -0.467 0.510
H 0.767 -1.003 3.015 0.946
H 5.172 -0.705 3.222 0.385
H -4.124 -2.650 1.507 0.279
H -1.343 -1.267 -4.627 0.440
H 5.185 -2.381 2.658 0.309
H 3.590 -4.494 -3.093 0.233
H 0.648 -5.970 -1.565 0.416
H -4.299 3.608 -2.832 0.271
H 2.314 1.610 4.403 0.403
H -0.004 1.096 3.651 0.498
H 3.083 0.177 -1.291 0.633
H -3.947 -1.400 -3.351 0.456
H 3.823 -1.802 3.661 0.308
H 5.232 0.083 0.384 0.389
H -4.881 1.990 -2.330 0.347
H -2.922 5.131 -2.798 0.311
H -3.806 0.339 -3.156 0.135
H 1.047 -1.440 -3.316 0.570
H -5.183 3.409 -1.292 0.313
H -3.706 -3.010 3.197 0.410
H -3.169 -4.104 1.930 0.274
H 0.234 4.255 0.996 0.525
H 0.202 6.477 -0.124 0.397
H -1.279 -2.268 4.154 0.479
H -3.991 -0.693 -1.704 0.245
H -1.330 6.929 -2.008 0.377
H -3.504 0.920 -0.256 0.769
H 3.397 -5.995 -2.200 0.375
H 4.332 -4.657 -1.478 0.293
H 1.119 2.192 -0.376 0.665
```

Results
- spin multiplicity = 1
- energy above the lowest of the compared OMol25 structures with the same formula, charge and spin (kcal/mol) = 48.9
- gap between HOMO and LUMO (hartree) = 0.1642
- E_LUMO (eV) = -1.7
- E_tot (eV) = -48235.12967
- highest occupied orbital energy (eV) = -6.172

---

# 2
The following is a quantum chemistry calculation of C4H7N3 as an isolated structure, from the OMol25 dataset.

Geometry as XYZ:
```
14
Properties=species:S:1:pos:R:3:nbo_charge:R:1
N 1.295 0.370 1.995 -0.809
N -1.268 1.069 -1.919 -0.785
N 0.035 -1.350 0.904 -0.545
C 0.276 0.389 -0.349 -0.380
C 0.561 -0.143 0.947 0.402
C -1.107 0.500 -0.725 0.047
C -0.203 -1.594 -0.486 -0.182
H 2.012 -0.236 2.373 0.389
H 1.059 0.977 -0.858 0.191
H -2.195 1.177 -2.300 0.385
H -0.315 -1.877 1.696 0.407
H -1.262 -1.918 -0.565 0.139
H 1.620 1.313 1.841 0.393
H -0.508 1.322 -2.552 0.349
```

Results
- spin multiplicity = 1
- energy above the lowest of the compared OMol25 structures with the same formula, charge and spin (kcal/mol) = 126.5
- gap between HOMO and LUMO (hartree) = 0.2905
- E_LUMO (eV) = 0.9
- E_tot (eV) = -8726.19480
- highest occupied orbital energy (eV) = -7.033

---

Question: Which of these has the highest E_LUMO?
Answer: C4H7N3

---

Question: Among the records above, which one has the lowest E_tot?
Answer: C36H34BNO4